(1)
{"formula": "C4H8F2O2", "method": "ωB97M-V/def2-TZVPD", "elements": ["C", "C", "C", "C", "O", "O", "F", "F", "H", "H", "H", "H", "H", "H", "H", "H"], "coordinates": [[-1.332, -1.361, -0.671], [-1.101, 0.069, -1.137], [2.028, -0.291, 0.515], [-0.421, 0.839, 0.111], [2.752, 0.860, 0.405], [-1.177, 0.794, 1.201], [1.873, -0.746, 1.859], [0.037, 2.112, -0.228], [-2.114, -1.383, -0.047], [-1.315, -2.139, -1.415], [-0.527, -1.617, 0.081], [-2.055, 0.685, -1.375], [-0.510, 0.323, -2.127], [2.230, -1.114, -0.146], [2.519, 1.450, 1.125], [-0.888, 1.519, 1.848]], "forces_ev_per_a": [[4.1, 0.2, -0.7], [0.6, 3.1, -0.4], [-1.8, 1.3, 1.9], [0.9, -1.0, -3.2], [0.1, -1.6, -0.1], [0.2, 1.9, 1.8], [0.5, 0.7, -1.8], [-0.6, -0.8, 0.6], [-3.5, -0.3, 1.7], [-0.4, 0.0, -0.4], [-0.3, 0.2, -1.1], [1.0, -1.2, 0.7], [-0.6, -1.1, 2.2], [0.4, 0.0, -0.2], [-0.2, 0.1, 0.1], [-0.5, -1.5, -1.3]], "nbo_charge": [-0.624, -0.492, 0.428, 0.623, -0.691, -0.704, -0.392, -0.384, 0.215, 0.219, 0.214, 0.209, 0.232, 0.149, 0.493, 0.502], "energy_ev": -13803.506, "relative_energy_kj_mol": 337.5}


(2)
{"formula": "C4H8F3LaO5S", "method": "ωB97M-V/def2-TZVPD", "elements": ["O", "O", "C", "O", "C", "La", "H", "H", "H", "H", "H", "S", "O", "O", "C", "F", "F", "F", "C", "H", "H", "H"], "coordinates": [[0.058, 0.461, -1.658], [-3.381, -1.866, 0.196], [-3.006, -2.389, 1.385], [-1.548, -2.514, 1.286], [-0.877, -3.236, 2.297], [-1.571, -1.679, -1.077], [-3.400, -3.405, 1.584], [-3.210, -1.730, 2.252], [0.195, -3.187, 2.083], [-1.073, -2.779, 3.278], [-1.209, -4.284, 2.299], [0.721, 1.720, -1.200], [-0.072, 2.711, -0.520], [1.481, 2.249, -2.456], [2.102, 1.171, -0.053], [1.553, 0.708, 1.045], [2.803, 0.233, -0.647], [2.857, 2.210, 0.216], [1.832, 3.664, -2.546], [2.089, 3.807, -3.597], [2.691, 3.865, -1.899], [0.967, 4.273, -2.268]], "forces_ev_per_a": [[0.0, 0.1, 0.9], [1.2, 0.5, -1.9], [-0.1, -0.6, 1.7], [0.0, 0.7, -1.8], [0.5, -0.7, 1.0], [-0.8, 0.6, 1.5], [0.0, 0.5, -0.2], [0.0, -0.2, -0.4], [-0.2, 0.0, 0.1], [0.1, -0.1, -0.3], [0.1, 0.3, 0.0], [-0.8, 0.8, -0.4], [0.9, -1.4, -0.9], [-0.8, -1.2, 1.0], [0.1, 0.5, -0.4], [-0.4, -0.3, 0.4], [0.1, -0.3, -0.2], [-0.1, 0.1, -0.1], [0.2, 0.9, 0.0], [-0.1, -0.1, 0.3], [-0.2, -0.1, -0.2], [0.2, -0.2, -0.1]], "mulliken_charge": [-0.642, -0.692, -0.037, -0.336, -0.639, 2.091, 0.320, 0.310, 0.264, 0.282, 0.330, 1.088, -0.553, -0.238, 0.722, -0.196, -0.195, -0.179, -0.638, 0.242, 0.335, 0.364], "total_charge": 2, "energy_ev": -34345.451}


(3)
{"formula": "C4H8F3O2", "method": "ωB97M-V/def2-TZVPD", "elements": ["C", "F", "F", "F", "O", "H", "C", "O", "C", "C", "H", "H", "H", "H", "H", "H", "H"], "coordinates": [[0.296, -2.994, -1.317], [1.193, -3.977, -1.282], [-0.114, -2.857, -2.574], [-0.747, -3.369, -0.583], [1.483, -0.538, -0.237], [0.849, -1.735, -0.813], [-1.766, 1.429, 1.481], [-0.870, 0.840, 0.573], [0.373, 1.490, 0.512], [1.239, 0.790, -0.514], [-2.686, 0.831, 1.477], [-1.347, 1.440, 2.503], [-2.004, 2.467, 1.186], [0.869, 1.466, 1.500], [0.250, 2.550, 0.220], [2.209, 1.309, -0.613], [0.772, 0.857, -1.519]], "forces_ev_per_a": [[1.1, 2.9, 1.2], [0.3, 0.1, 0.1], [0.0, 0.2, -0.3], [-0.1, 0.1, 0.2], [0.4, 0.0, 0.2], [-1.3, -3.0, -1.2], [-0.1, 0.2, 0.2], [0.1, -0.1, -0.3], [0.0, 0.1, 0.3], [-0.4, 0.0, -0.4], [0.3, 0.2, 0.0], [-0.1, 0.0, -0.2], [0.0, -0.2, 0.1], [-0.1, 0.0, -0.2], [0.1, -0.2, 0.0], [-0.1, -0.2, 0.0], [0.1, 0.0, 0.2]], "mulliken_spin": [0.179, 0.017, 0.015, 0.016, 0.731, -0.050, -0.001, 0.005, -0.006, -0.003, 0.000, 0.000, 0.000, 0.002, 0.003, 0.047, 0.045], "energy_ev": -16521.282, "relative_energy_kj_mol": 166.3, "multiplicity": 2}


(4)
{"formula": "C4H8FIO", "method": "ωB97M-V/def2-TZVPD", "elements": ["C", "C", "C", "C", "O", "F", "I", "H", "H", "H", "H", "H", "H", "H", "H"], "coordinates": [[2.018, -1.026, -0.098], [-1.074, 1.542, 0.732], [0.542, -0.527, 0.418], [0.309, 1.003, 0.489], [0.324, -1.059, 1.632], [0.893, 1.709, -0.398], [1.460, 1.861, 2.841], [2.108, -2.090, 0.190], [2.100, -0.920, -1.202], [2.878, -0.512, 0.306], [-1.618, 1.668, -0.208], [-0.908, 2.514, 1.056], [-1.699, 0.953, 1.409], [-0.139, -0.942, -0.292], [0.908, -0.751, 2.404]], "forces_ev_per_a": [[-1.6, 0.4, -0.8], [-0.2, -1.4, -0.3], [4.5, 1.1, 0.0], [-1.2, -1.2, 1.7], [-0.7, -1.3, 3.3], [1.4, 0.9, -1.5], [-0.5, -0.7, -1.4], [-0.3, 0.5, -0.3], [-0.1, -0.2, 0.6], [-0.1, 0.5, 0.5], [0.2, -0.4, -0.3], [-0.1, 1.8, 1.0], [0.5, 0.2, 0.1], [-0.9, -0.1, -0.4], [-0.9, 0.0, -2.1]], "nbo_charge": [-0.644, -0.732, 0.007, 0.648, -0.729, -0.309, -0.354, 0.229, 0.208, 0.225, 0.233, 0.248, 0.253, 0.208, 0.509], "energy_ev": -17141.893, "relative_energy_kj_mol": 77.7}


(5)
{"formula": "C4H8FN", "method": "ωB97M-V/def2-TZVPD", "elements": ["C", "N", "C", "C", "C", "F", "H", "H", "H", "H", "H", "H", "H", "H"], "coordinates": [[-1.796, -0.818, -0.012], [-0.961, 0.323, -0.284], [0.302, 0.205, 0.427], [1.444, 1.140, -0.037], [1.405, -0.343, -0.403], [2.354, -1.229, 0.074], [-1.389, -1.731, -0.484], [-1.826, -0.948, 1.062], [-2.831, -0.677, -0.354], [-1.429, 1.167, 0.068], [0.278, -0.011, 1.507], [2.059, 1.530, 0.758], [1.177, 1.857, -0.815], [1.212, -0.465, -1.508]], "forces_ev_per_a": [[-0.4, -0.6, -0.1], [0.4, 1.0, 0.4], [0.1, 0.4, -0.6], [-1.0, -0.8, 0.2], [0.6, 0.9, -1.3], [-0.6, 0.5, 0.0], [-0.1, 0.4, 0.2], [-0.3, -0.6, 0.5], [0.4, 0.1, -0.1], [0.2, -0.4, -0.3], [0.1, -0.1, -0.5], [0.3, -0.2, 0.0], [0.2, -0.3, 0.1], [0.0, -0.3, 1.5]], "nbo_charge": [-0.412, -0.613, -0.110, -0.466, 0.188, -0.346, 0.197, 0.164, 0.202, 0.354, 0.198, 0.228, 0.225, 0.190], "smiles": "CN[C@@H]1C[C@H]1F", "energy_ev": -8483.774, "relative_energy_kj_mol": 121.9}


(6)
{"formula": "C4H8FN", "method": "ωB97M-V/def2-TZVPD", "elements": ["C", "C", "C", "C", "N", "F", "H", "H", "H", "H", "H", "H", "H", "H"], "coordinates": [[1.191, 0.810, -0.086], [2.002, -0.152, 0.947], [0.498, 0.017, 0.932], [-1.954, -0.232, -0.861], [-1.308, -1.367, -0.311], [-0.170, 0.609, 1.999], [1.262, 1.878, -0.032], [0.933, 0.605, -1.065], [2.414, -1.036, 0.805], [2.364, 0.422, 1.808], [-2.635, -0.491, -1.748], [-2.673, 0.188, -0.171], [-1.237, 0.579, -1.241], [-0.689, -1.831, -0.976]], "forces_ev_per_a": [[0.2, -0.6, 2.2], [-4.3, 5.1, 0.9], [-0.1, 0.6, 0.7], [-0.3, 0.8, -2.0], [0.5, -0.1, 1.0], [0.8, -0.8, -1.3], [0.3, 0.4, 0.8], [0.2, -1.2, -2.1], [2.0, -3.8, -1.3], [0.3, -0.2, -0.5], [1.1, 0.0, 0.7], [0.2, 0.3, 0.5], [-1.0, -0.9, 0.4], [0.1, 0.4, -0.2]], "nbo_charge": [-0.507, -0.462, 0.476, -0.480, -0.469, -0.352, 0.228, 0.222, 0.217, 0.225, 0.205, 0.199, 0.186, 0.310], "energy_ev": -8479.392, "relative_energy_kj_mol": 544.8}


(7)
{"formula": "C4H8FN", "method": "ωB97M-V/def2-TZVPD", "elements": ["C", "C", "C", "C", "N", "F", "H", "H", "H", "H", "H", "H", "H", "H"], "coordinates": [[0.360, -0.442, 0.191], [-2.115, 1.130, 0.560], [2.660, -0.703, -0.309], [-1.472, 0.250, -0.509], [1.275, -0.394, -0.591], [-2.164, -0.962, -0.552], [0.151, -0.895, 1.073], [-3.153, 1.177, 0.313], [-1.674, 2.075, 0.650], [-2.013, 0.509, 1.601], [3.218, -1.270, -1.191], [2.852, -1.163, 0.591], [3.235, 0.193, -0.336], [-1.160, 0.495, -1.490]], "forces_ev_per_a": [[-5.0, 2.3, -3.1], [0.6, -3.6, 1.1], [0.9, -0.7, -3.7], [3.3, -2.6, 3.4], [2.5, 0.7, -1.7], [-0.1, 0.5, -0.2], [-0.1, -1.3, 3.2], [-0.9, 0.3, 0.1], [0.6, 1.3, 0.1], [-0.3, 1.6, -2.4], [-1.7, 0.7, 1.7], [0.3, -1.4, 2.1], [0.1, 1.1, 0.2], [-0.1, 0.8, -0.8]], "nbo_charge": [0.153, -0.660, -0.433, 0.196, -0.436, -0.383, 0.139, 0.221, 0.222, 0.209, 0.204, 0.178, 0.211, 0.177], "energy_ev": -8481.746, "relative_energy_kj_mol": 317.6}


(8)
{"formula": "C4H8FN2", "method": "ωB97M-V/def2-TZVPD", "elements": ["C", "H", "F", "C", "H", "C", "N", "N", "H", "H", "C", "H", "H", "H", "H"], "coordinates": [[0.824, 0.202, 0.765], [-1.154, 0.889, 0.643], [1.733, 2.894, -0.689], [-0.602, 0.017, 0.243], [0.942, 1.340, 0.958], [1.830, -0.537, 0.028], [2.617, -1.211, -0.493], [-1.170, -1.253, 0.707], [-2.158, -1.316, 0.479], [-1.081, -1.336, 1.718], [-0.661, 0.097, -1.276], [-0.115, 0.995, -1.601], [-0.205, -0.798, -1.726], [-1.705, 0.164, -1.624], [0.905, -0.147, 1.869]], "forces_ev_per_a": [[-0.4, 1.4, 2.9], [0.1, -0.3, -0.1], [-0.3, -0.2, 0.2], [-0.3, 0.3, 0.0], [0.8, -1.6, -1.6], [1.2, -0.3, -0.5], [-0.9, 0.7, 0.5], [0.0, -0.2, 0.2], [0.1, 0.0, 0.0], [-0.1, 0.1, -0.2], [0.0, 0.1, -0.2], [-0.1, -0.2, 0.0], [-0.1, 0.3, 0.2], [0.3, 0.0, 0.1], [-0.3, 0.0, -1.6]], "nbo_charge": [-0.552, 0.167, -0.985, -0.029, 0.345, 0.339, -0.386, -0.843, 0.347, 0.346, -0.637, 0.276, 0.212, 0.187, 0.214], "total_charge": -1, "energy_ev": -9975.658, "relative_energy_kj_mol": 27.5}


(9)
{"formula": "C4H8FNO", "method": "ωB97M-V/def2-TZVPD", "elements": ["O", "C", "C", "N", "C", "C", "F", "H", "H", "H", "H", "H", "H", "H", "H"], "coordinates": [[-2.041, 0.129, -0.669], [-1.471, -0.679, 0.469], [-0.027, -0.034, 0.691], [0.345, 1.509, 0.347], [1.667, 0.833, -0.214], [0.981, -0.414, -0.403], [1.708, -1.412, -0.100], [-2.880, -0.276, -0.898], [-2.148, -0.607, 1.227], [-1.473, -1.759, 0.165], [0.423, -0.290, 1.692], [-0.460, 1.805, -0.376], [2.283, 0.493, 0.604], [2.473, 1.419, -1.051], [0.620, -0.717, -1.483]], "forces_ev_per_a": [[0.8, -1.0, 1.2], [1.8, 1.5, -3.6], [-0.7, 0.1, -0.9], [-1.5, -1.7, -0.6], [1.1, 4.3, -2.1], [-3.9, 0.4, -3.7], [3.6, -5.2, 1.6], [-0.1, 0.0, -0.1], [-1.5, 0.5, 2.6], [0.7, 0.9, 0.2], [-0.6, 0.3, -0.9], [2.9, -1.0, 1.4], [0.5, 1.2, 0.9], [-2.9, -1.7, 2.3], [-0.3, 1.4, 1.9]], "nbo_charge": [-0.751, -0.068, -0.109, -0.624, -0.248, 0.164, -0.348, 0.470, 0.173, 0.179, 0.207, 0.390, 0.199, 0.200, 0.166], "smiles": "OC[C@@H]1NC[C@H]1F", "energy_ev": -10528.903, "relative_energy_kj_mol": 347.4}


(10)
{"formula": "C4H8FNO2", "method": "ωB97M-V/def2-TZVPD", "elements": ["C", "N", "O", "O", "H", "H", "H", "C", "C", "C", "F", "H", "H", "H", "H", "H"], "coordinates": [[1.721, 0.429, -0.972], [2.249, 0.110, 0.115], [2.561, 0.885, 1.018], [2.308, -1.318, 0.294], [1.301, -0.267, -1.763], [1.423, 1.437, -1.317], [2.596, -1.541, 1.276], [-1.662, 1.399, 0.294], [-1.583, 0.221, -0.278], [-1.407, -1.093, 0.400], [-1.571, 0.054, -1.628], [-1.948, 2.344, -0.292], [-1.813, 1.571, 1.326], [-0.362, -1.462, 0.022], [-2.349, -1.747, 0.075], [-1.464, -1.022, 1.431]], "forces_ev_per_a": [[-2.7, 0.1, -5.2], [-0.3, -0.3, 1.6], [0.7, -0.6, 0.8], [1.0, -0.4, 2.4], [1.1, 0.1, 1.7], [1.0, -0.3, 1.3], [-0.7, 1.4, -2.7], [-1.6, 2.6, -2.0], [0.3, -0.7, 0.5], [-0.4, -1.4, -3.5], [0.0, 0.5, 0.2], [0.9, -1.6, 0.5], [0.3, -0.5, 1.0], [-2.1, 0.0, 0.9], [2.4, 0.9, 0.4], [0.2, 0.3, 2.0]], "nbo_charge": [-0.233, 0.351, -0.479, -0.579, 0.216, 0.227, 0.499, -0.515, 0.416, -0.678, -0.349, 0.215, 0.218, 0.240, 0.228, 0.223], "smiles": "C=[N+]([O-])O.C=C(C)F", "energy_ev": -12574.987, "relative_energy_kj_mol": 523.7}


(11)
{"formula": "C4H8FNO4", "method": "ωB97M-V/def2-TZVPD", "elements": ["C", "C", "C", "F", "N", "O", "O", "H", "H", "H", "H", "H", "H", "O", "C", "O", "H", "H"], "coordinates": [[-2.333, 0.396, 0.880], [-1.206, 0.527, -0.123], [-0.012, -0.238, 0.317], [0.567, 0.278, 1.463], [0.392, -1.462, 0.080], [1.388, -2.055, 0.480], [-0.289, -2.061, -1.057], [-2.889, -0.624, 1.020], [-3.154, 1.145, 0.803], [-1.980, 0.497, 1.897], [-0.872, 1.644, -0.348], [-1.564, 0.169, -1.186], [0.358, -2.409, -1.686], [1.955, 2.014, 0.153], [2.086, 1.128, -0.665], [2.720, -0.013, -0.608], [1.748, 1.332, -1.649], [3.085, -0.267, 0.228]], "forces_ev_per_a": [[-2.2, -1.0, 1.5], [-0.4, 0.8, -3.3], [0.3, -0.1, 2.1], [-0.8, -1.0, -1.3], [0.1, 0.4, -2.3], [-0.1, -0.2, 0.7], [-1.0, 0.7, 0.8], [1.2, 1.5, -1.2], [0.7, -0.4, -0.4], [0.5, 0.5, 0.3], [-0.6, -2.2, 1.0], [0.9, 0.4, 2.1], [0.7, 0.2, 0.6], [0.5, -1.2, 0.0], [0.3, 2.6, 0.8], [0.2, -0.6, -1.2], [-0.6, -0.4, -1.4], [0.2, 0.0, 1.2]], "nbo_charge": [-0.628, -0.503, 0.511, -0.315, 0.317, -0.469, -0.583, 0.223, 0.227, 0.223, 0.261, 0.254, 0.488, -0.583, 0.626, -0.669, 0.106, 0.513], "smiles": "CC/C(F)=[N+](/[O-])O.O=CO", "energy_ev": -16670.777, "relative_energy_kj_mol": 528.2}


(12)
{"formula": "C4H8FNO4", "method": "ωB97M-V/def2-TZVPD", "elements": ["O", "N", "O", "C", "F", "C", "O", "H", "H", "H", "H", "C", "C", "O", "H", "H", "H", "H"], "coordinates": [[-1.088, 0.318, 1.755], [-1.000, 0.658, 0.562], [-0.512, 1.981, 0.354], [-1.268, 0.055, -0.516], [-0.940, 0.618, -1.704], [-1.819, -1.294, -0.431], [-2.621, -1.492, 0.724], [-0.355, 2.435, 1.271], [-2.418, -1.730, -1.290], [-1.021, -1.986, -0.485], [-2.051, -1.197, 1.449], [2.347, -0.466, 0.262], [2.110, 0.290, -0.847], [1.737, 1.547, -0.902], [2.666, -1.520, 0.299], [2.444, 0.162, 1.210], [2.170, -0.156, -1.765], [1.618, 1.776, 0.054]], "forces_ev_per_a": [[0.0, -0.6, 0.6], [1.1, 3.1, 0.8], [0.2, 1.2, 1.5], [-0.1, 0.2, -2.0], [-0.6, -0.6, 1.3], [-2.2, -2.0, -0.7], [0.4, -0.1, -0.7], [-0.9, -1.9, -1.9], [0.4, 1.6, 0.5], [1.5, -0.9, 0.5], [-0.3, 0.1, 0.4], [0.4, 2.2, 0.5], [0.6, -2.7, 2.5], [0.2, 1.3, 1.6], [-0.3, 0.9, -0.3], [-0.4, -1.3, -0.9], [0.1, -1.0, -2.5], [-0.1, 0.4, -1.2]], "nbo_charge": [-0.532, 0.309, -0.571, 0.522, -0.275, -0.168, -0.699, 0.503, 0.229, 0.196, 0.490, -0.593, 0.172, -0.638, 0.227, 0.181, 0.168, 0.477], "smiles": "[O-]/[N+](O)=C(/F)CO.C=CO", "energy_ev": -16669.477, "relative_energy_kj_mol": 653.6}


Repeat the tenth record exactly.
{"formula": "C4H8FNO2", "method": "ωB97M-V/def2-TZVPD", "elements": ["C", "N", "O", "O", "H", "H", "H", "C", "C", "C", "F", "H", "H", "H", "H", "H"], "coordinates": [[1.721, 0.429, -0.972], [2.249, 0.110, 0.115], [2.561, 0.885, 1.018], [2.308, -1.318, 0.294], [1.301, -0.267, -1.763], [1.423, 1.437, -1.317], [2.596, -1.541, 1.276], [-1.662, 1.399, 0.294], [-1.583, 0.221, -0.278], [-1.407, -1.093, 0.400], [-1.571, 0.054, -1.628], [-1.948, 2.344, -0.292], [-1.813, 1.571, 1.326], [-0.362, -1.462, 0.022], [-2.349, -1.747, 0.075], [-1.464, -1.022, 1.431]], "forces_ev_per_a": [[-2.7, 0.1, -5.2], [-0.3, -0.3, 1.6], [0.7, -0.6, 0.8], [1.0, -0.4, 2.4], [1.1, 0.1, 1.7], [1.0, -0.3, 1.3], [-0.7, 1.4, -2.7], [-1.6, 2.6, -2.0], [0.3, -0.7, 0.5], [-0.4, -1.4, -3.5], [0.0, 0.5, 0.2], [0.9, -1.6, 0.5], [0.3, -0.5, 1.0], [-2.1, 0.0, 0.9], [2.4, 0.9, 0.4], [0.2, 0.3, 2.0]], "nbo_charge": [-0.233, 0.351, -0.479, -0.579, 0.216, 0.227, 0.499, -0.515, 0.416, -0.678, -0.349, 0.215, 0.218, 0.240, 0.228, 0.223], "smiles": "C=[N+]([O-])O.C=C(C)F", "energy_ev": -12574.987, "relative_energy_kj_mol": 523.7}